Here is one molecule with the formula C4H13NSi in a non-equilibrium geometry from the OMol25 dataset. Energies are from ωB97M-V/def2-TZVPD.

Last column: Mulliken charge in e.
Positions of all 19 atoms, in Å:
Si 0.622825 1.747505 0.854146  0.19
N 0.922814 0.147996 0.166710  0.08
C -1.610287 -0.519872 0.901327  -1.14
C -0.570626 -0.857966 -0.153028  0.09
C -0.959075 -0.503548 -1.496875  -1.19
C 2.083979 -0.520126 -0.268876  -0.91
H 2.000256 -1.560370 -0.147615  0.31
H -0.208691 -1.867116 -0.029744  0.37
H 2.892916 -0.147589 0.434657  0.33
H -1.768310 0.616366 0.719966  0.20
H 2.220400 -0.199940 -1.289907  0.27
H -2.491176 -1.285396 0.873948  0.33
H 1.144402 1.754269 2.286747  -0.10
H -1.233792 -0.590083 1.902621  0.36
H -1.761239 -1.198278 -1.684419  0.40
H 1.106204 3.056983 0.185164  -0.12
H -0.193679 -0.569354 -2.219652  0.38
H -1.401168 0.473496 -1.560142  0.27
H -0.795754 2.023024 0.524972  -0.10

Cartesian forces (eV/Å) of the 2 atoms listed first:
0.79 -0.55 -0.94
-5.14 -0.27 1.05

Summary:
* HOMO-LUMO gap: 9.15 eV
* LUMO: 0.036 Ha
* total charge: 0
* HOMO energy: -0.3002 Ha
* multiplicity: 1
* SMILES string: CC(C)N(C)[SiH3]
* molecular weight: 103.24 g mol⁻¹

Here is a 2-piece molecular cluster, H5OS2 overall in a non-equilibrium geometry from the OMol25 dataset. Energies are from ωB97M-V/def2-TZVPD.

Last column: Mulliken charge in e.
Positions of all 8 atoms, in Å:
S 0.040994 -0.818572 -0.006725  0.05
S -0.679825 0.468448 1.315994  0.41
O 0.873474 0.886191 -2.275423  -0.66
H 0.784411 -0.074362 -1.109135  0.52
H 0.999558 -1.633267 0.507290  0.42
H 1.620433 1.497112 -2.139474  0.43
H -1.326963 -0.325173 2.212731  0.40
H 1.157307 0.251169 -2.957233  0.43

Cartesian forces (eV/Å) of the 2 atoms listed first:
-0.14 -1.43 -0.67
-0.20 1.36 0.32

Summary:
* HOMO-LUMO gap (spin up / spin down): 11.00 / 7.10 eV
* LUMO (spin up / spin down): -0.414 / -0.559 Ha
* total charge: +2
* HOMO energy (spin up / spin down): -0.8187 / -0.8200 Ha
* multiplicity: 2
* molecular weight: 85.17 g mol⁻¹

Here is a 2-piece molecular cluster, C2H3F2N overall in a non-equilibrium geometry from the OMol25 dataset. Energies are from ωB97M-V/def2-TZVPD.

Last column: Mulliken charge in e.
Positions of all 8 atoms, in Å:
F -1.645079 -0.649904 -0.287125  -0.22
F 1.813320 0.480124 -0.313888  -0.21
N -1.237034 1.526743 0.190693  -0.49
C -0.914654 0.340279 0.210017  0.32
C 1.083549 -0.298157 0.487845  -0.14
H 1.311686 -0.066834 1.533689  0.24
H 1.196846 -1.356309 0.199400  0.25
H -2.219537 1.480113 -0.045947  0.27

Cartesian forces (eV/Å) of the 2 atoms listed first:
-0.42 -0.67 0.26
0.15 0.30 -0.36

Summary:
* HOMO-LUMO gap: 11.14 eV
* LUMO: 0.024 Ha
* total charge: 0
* HOMO energy: -0.3851 Ha
* multiplicity: 1
* molecular weight: 79.05 g mol⁻¹

Here is a 7-piece molecular cluster, C49H114F6N3O9P2S2 overall in a non-equilibrium geometry from the OMol25 dataset. Energies are from ωB97M-V/def2-TZVPD.

Last column: Mulliken charge in e.
Positions of all 185 atoms, in Å:
S 0.865303 -0.264290 1.596995  0.95
S -5.977107 -0.332515 -1.419887  1.02
P -0.838061 -4.563825 3.477009  1.58
P 6.889128 3.601494 -3.414291  0.85
F -4.899036 -0.074366 0.890093  -0.18
F -1.614199 -0.771775 0.669357  -0.12
F -1.104616 1.286856 0.976698  -0.24
F -1.544402 0.011719 2.676599  -0.22
F -5.258769 -2.120773 0.265034  -0.24
F -6.887146 -0.988392 0.953882  -0.24
O -6.698281 -1.333418 -2.114363  -0.90
O -6.744739 0.874820 -1.217208  -0.72
O -4.596833 -0.045093 -1.888649  -0.80
O -5.243589 6.551425 -2.203588  -0.51
O 0.971924 -1.554209 2.182046  -0.54
O -3.361620 -2.813492 -2.227997  -0.55
O -2.509430 2.891882 8.735382  -0.52
O 1.248480 -0.247285 0.207272  -0.67
O 1.415847 0.814770 2.397041  -0.67
N -0.817724 2.486859 6.258781  0.11
N -7.259092 4.461731 -2.050308  0.21
N -5.238212 -3.751056 -4.781341  -0.03
C -0.223319 -4.342308 1.833970  -1.26
C 4.625953 2.451141 -4.622829  0.14
C -6.691818 -3.381552 -4.602935  -0.60
C -5.649466 -5.294252 5.435553  -1.42
C -2.556179 -4.144808 3.412102  -1.29
C 0.133781 -3.511075 4.568917  -0.80
C 6.411534 5.499945 -1.299523  -0.52
C -0.478521 -6.257956 3.868598  -1.38
C -4.597369 -3.472456 -2.299572  0.75
C 0.608284 -2.781166 7.021121  -0.15
C -6.528531 3.865233 -0.917116  -1.38
C -0.929001 0.076305 1.474235  0.52
C 7.458307 5.098566 -8.378821  -1.38
C 7.330880 5.607264 -6.981112  -0.49
C -4.728971 -4.369690 -3.481573  -1.06
C -4.888589 -4.808930 4.277599  -0.36
C -5.017111 5.297605 -2.858571  -0.61
C -0.344189 -8.727739 3.065314  -0.50
C 3.117133 2.490548 -4.730509  -0.71
C 8.057746 6.480199 0.375814  -1.07
C 9.418725 2.508610 -4.095531  -0.59
C -0.048682 2.625759 4.965767  -0.79
C -1.728471 3.863891 8.139259  -0.82
C 1.495687 -4.432583 0.020452  -0.72
C 5.106311 3.279838 -3.461541  -1.03
C -2.011820 1.456614 6.154345  -0.98
C -4.413290 -2.550543 -5.204166  -0.76
C -0.074537 -2.440982 8.358539  -1.36
C 1.235620 -4.546528 1.525733  -0.47
C 0.641978 -5.323834 -0.916580  -0.94
C -5.735633 -0.887661 0.303694  0.66
C 2.346196 1.720158 -3.752089  -1.36
C -0.855054 -7.292059 2.762566  -0.14
C -8.312580 3.489437 -2.456965  -0.68
C -1.014934 -9.737050 2.246293  -1.43
C -5.168585 -4.776962 -5.825333  -0.91
C 6.611040 5.915226 0.150294  -0.63
C -1.407334 3.749483 6.701314  -0.58
C 11.550397 1.825295 -5.165280  -1.16
C 10.247616 1.242930 -4.498302  -0.55
C 7.342118 4.392304 -6.036687  -0.53
C 7.192609 4.245024 -1.731936  -1.03
C -6.330207 4.673923 -3.215649  -0.54
C -7.991858 5.795095 -1.639097  -0.94
C -0.249598 -3.651258 6.032674  -0.55
C 0.158869 1.871582 7.249050  -0.93
C 7.363340 4.869143 -4.585342  -0.89
C 7.935803 2.139807 -3.874586  -1.07
C -3.330740 -4.737605 4.541891  -0.46
H -4.429549 6.821813 -1.766157  0.32
H -5.236517 -3.786456 3.964638  0.24
H 6.603393 5.608975 -4.479303  0.73
H -2.295411 1.320460 7.184114  0.42
H 1.814739 -3.753446 2.045676  0.27
H 7.326850 5.897886 -9.132591  0.39
H -2.654999 -3.055331 3.194494  0.76
H 11.328540 2.095341 -6.203233  0.34
H 6.698810 4.336538 -8.591275  0.32
H -0.815108 2.646934 4.153590  0.35
H -0.947768 -1.753624 8.287763  0.24
H 8.828377 5.773794 0.038671  0.27
H -7.253394 -4.283355 -4.318960  0.34
H -0.198358 -4.673203 6.362934  0.36
H -0.888189 -4.898119 1.075020  0.39
H -7.845006 2.504294 -2.334013  0.31
H -5.088372 -5.481342 3.408448  0.35
H 0.428576 0.891366 6.803583  0.33
H -0.838343 3.920381 8.753881  0.44
H -2.204179 3.912155 6.007862  0.57
H -4.147638 -5.125629 -5.970474  0.38
H 7.092020 3.509938 -0.939874  0.54
H -6.204032 3.677719 -3.645303  0.41
H -1.314396 -3.376030 6.080725  0.04
H -4.232136 -1.837535 -4.396789  0.25
H -2.171604 4.904153 8.280528  0.42
H -2.718010 3.179499 9.660324  0.35
H -6.668557 -5.430376 5.176890  0.43
H 10.379503 0.591796 -3.616799  0.40
H 8.267594 6.727785 1.434710  0.37
H 4.766863 2.868779 -2.537038  0.55
H -9.125361 3.565029 -1.790032  0.37
H -6.914781 5.326905 -3.883938  0.41
H 0.600063 3.564273 5.037064  0.29
H 1.521147 -3.335427 -0.335682  0.21
H -4.992258 -2.079069 -5.979185  0.42
H -0.974438 -6.607868 4.801772  0.75
H 9.470256 3.174618 -4.969940  0.16
H 7.481793 1.830186 -4.776857  0.64
H -2.910185 1.928342 5.743390  0.28
H 7.734392 1.436129 -3.038545  0.56
H 2.826343 2.185550 -5.775919  0.36
H -0.723945 4.517990 6.471910  0.38
H 2.553940 -4.570554 -0.195496  0.56
H -5.395769 -5.175807 -3.281385  0.47
H 4.876100 1.391887 -4.535003  0.39
H 0.763440 -1.796437 6.483252  0.06
H -0.515352 -10.681345 2.454476  0.40
H -5.143414 -6.200405 5.740250  0.35
H 6.387357 6.093817 -6.838819  0.42
H 2.440447 0.657150 -3.755568  0.35
H -0.269565 -4.773595 -1.159074  0.17
H 1.229566 1.803012 -3.864609  0.35
H 1.061781 -4.032197 4.386237  0.60
H 0.625287 -1.913653 8.987535  0.43
H -4.655957 -4.144623 -1.442516  0.27
H 12.435771 1.093387 -5.163607  0.33
H -4.535175 4.664114 -2.156429  0.44
H 9.683068 0.700582 -5.267103  0.33
H -7.238262 6.494357 -1.315038  0.36
H -6.046000 2.919491 -1.224742  0.68
H 6.522950 3.707439 -6.259764  0.10
H 0.975437 2.594820 7.375594  0.37
H 8.186155 6.291986 -6.762819  0.32
H -0.974628 -9.517102 1.184849  0.33
H 5.335731 5.414640 -1.531610  0.33
H -4.421628 5.429265 -3.790568  0.35
H 8.275566 4.390135 -1.800904  0.50
H -3.776495 -4.834078 -3.708864  0.45
H -2.927146 -5.754602 4.717881  0.39
H -1.551217 0.625336 5.654190  0.48
H 8.273104 3.836525 -6.180937  0.28
H -8.633307 5.580799 -0.803751  0.43
H 8.328541 5.370408 -4.274825  0.46
H -0.387058 1.780143 8.176317  0.44
H 0.696639 -8.695293 2.935572  0.44
H 6.711233 6.382343 -1.901513  0.25
H -5.917551 4.587840 -0.390547  0.37
H -2.913028 -4.452812 2.424848  0.62
H -5.757625 -5.567025 -5.449958  0.43
H 6.471849 5.084352 0.885629  0.33
H -0.587921 -9.013359 4.076674  0.35
H 4.957397 2.810421 -5.584718  -0.15
H -0.411163 -3.293350 1.606592  0.28
H -6.809572 -2.574502 -3.871239  0.26
H -5.771575 -4.593047 6.288061  0.31
H -5.471124 -2.771092 -2.239329  -0.35
H 4.643030 4.253187 -3.620956  0.59
H 5.816031 6.620723 0.360155  0.34
H -5.645636 -4.375223 -6.725430  0.38
H 0.569260 1.700141 4.860252  0.34
H -7.173265 3.507278 -0.124420  0.41
H -0.297547 -3.305847 8.943195  0.40
H -3.539287 -1.899876 -2.046906  0.37
H 0.364239 -6.213962 -0.362266  0.22
H 2.765053 3.523650 -4.709284  0.32
H -2.055454 -9.788003 2.504617  0.36
H 1.562809 -5.548501 1.795778  0.40
H 1.294386 -5.605575 -1.767787  0.37
H -8.618202 3.685278 -3.527765  0.34
H -1.999075 -7.329616 2.676348  0.21
H 2.515200 2.052431 -2.706507  0.31
H 9.754712 2.988720 -3.141446  0.29
H -8.685250 6.235902 -2.362826  0.38
H 0.206630 -2.494191 4.169245  0.39
H 8.389846 4.553620 -8.493641  0.34
H -3.161895 -4.078429 5.372797  0.18
H 1.557167 -3.251369 7.248448  0.44
H 0.638145 -6.366885 4.020763  0.56
H -3.502587 -2.864643 -5.632684  0.37
H -0.450828 -6.966269 1.808370  -0.18
H 8.186875 7.433838 -0.201324  0.30
H -7.058730 -2.988529 -5.579127  0.39
H 11.985445 2.747955 -4.692964  0.31

Cartesian forces (eV/Å) of the 2 atoms listed first:
1.40 1.45 -1.58
2.07 3.20 0.13

Summary:
* HOMO-LUMO gap: 9.16 eV
* LUMO: -0.162 Ha
* total charge: +3
* HOMO energy: -0.4989 Ha
* multiplicity: 1
* molecular weight: 1129.53 g mol⁻¹

Here is an isolated ion of composition C13H27ClFN2OS2Si and charge -1 in a non-equilibrium geometry from the OMol25 dataset. Energies are from ωB97M-V/def2-TZVPD.

Last column: Mulliken charge in e.
Positions of all 48 atoms, in Å:
Cl 3.276472 -2.982868 -3.776265  -0.87
S -1.731042 1.981871 -2.661477  -0.11
S -1.331979 2.945871 -5.555541  -0.18
Si -0.008151 -0.626395 1.987721  -0.31
F 1.868097 -2.316585 3.370609  -0.36
O 2.010497 -1.355981 -3.637497  -0.23
N -2.897217 -0.659590 2.270028  -0.40
N 0.232170 0.859804 -4.680295  0.17
C 1.919427 -0.083429 -2.846262  0.07
C 0.606221 -1.674449 -3.919460  -0.39
C -0.109862 1.209053 1.305688  -0.47
C -1.024163 1.132687 -0.053860  -0.67
C -3.998852 -1.645277 2.680940  -0.74
C 1.559209 -0.892222 3.102829  0.23
C -0.239583 -0.559847 -4.745934  -0.30
C -0.541001 2.214586 -1.233960  -0.41
C -1.614375 -1.080874 3.014609  -0.44
C 2.538543 1.058358 4.633662  -1.00
C 1.519437 1.070911 -3.935476  -0.75
C -0.853619 1.845088 -4.310255  -0.17
C 1.269738 -0.017746 4.498241  -0.27
H -1.349943 -0.573447 -4.306474  0.20
H 2.358307 1.881780 3.820378  0.22
H -2.719300 -0.858563 1.259876  0.22
H -1.598580 -0.617708 4.098843  0.26
H 0.016854 -1.503822 0.789653  -0.15
H -0.924339 0.024880 -0.476677  0.14
H -3.820320 -1.915048 3.828402  0.27
H 2.391125 1.074688 -4.750815  0.29
H 3.521984 0.459887 4.323400  0.28
H 1.563617 2.143622 -3.437299  0.34
H 2.943636 0.133365 -2.298364  0.23
H -0.367198 -0.922887 -5.874353  0.24
H -5.083137 -1.220634 2.526945  0.25
H 2.483387 -0.404490 2.540557  0.30
H -1.723573 -2.258723 3.162957  0.41
H 0.948706 1.696383 1.165304  0.43
H -0.022230 -1.974941 -2.950989  0.14
H 1.102592 -0.168322 -1.981888  -0.17
H 1.178497 -0.722682 5.441320  0.31
H 0.588016 2.039029 -1.487234  0.24
H 0.616940 -2.665490 -4.583599  0.29
H -3.864220 -2.634204 2.050286  0.28
H -0.753389 1.799439 2.111710  0.32
H -0.640907 3.282232 -0.720489  0.40
H 2.621744 1.531326 5.702149  0.32
H -2.158368 1.423776 0.166635  0.38
H 0.240130 0.527588 4.371722  0.17

Cartesian forces (eV/Å) of the 2 atoms listed first:
3.81 -4.91 -0.51
1.06 0.17 -0.57

Summary:
* HOMO-LUMO gap: 3.54 eV
* LUMO: 0.052 Ha
* total charge: -1
* HOMO energy: -0.0782 Ha
* multiplicity: 1
* molecular weight: 374.04 g mol⁻¹

Here is a 4-piece molecular cluster, C3H16N2O3 overall in a non-equilibrium geometry from the OMol25 dataset. Energies are from ωB97M-V/def2-TZVPD.

Last column: Mulliken charge in e.
Positions of all 24 atoms, in Å:
O 1.369564 -1.300194 2.358244  -1.12
O 3.637419 -0.145312 -2.141697  -0.69
O -1.917690 -2.421603 3.628944  -1.98
N 0.637064 1.879046 -1.272099  -0.75
N 0.195118 -1.060639 -1.610755  -0.67
C -1.355122 1.542416 0.475394  -2.23
C -0.820557 -0.055850 -1.398473  -0.78
C -0.182354 1.006227 -0.461130  1.62
H 0.500691 -1.479607 2.743374  0.44
H 3.041961 0.442995 -2.588936  0.33
H 3.055316 -0.733055 -1.640775  0.38
H 1.412113 2.182662 -0.698093  0.33
H 1.039895 -0.663424 -2.002686  0.07
H -2.175081 -1.889548 4.408081  0.74
H -0.057238 -1.765577 -2.293882  0.23
H -1.088897 2.507094 0.900130  0.54
H -1.002281 0.436022 -2.383088  0.30
H 0.095348 2.559724 -1.774157  0.23
H -2.619360 -3.050181 3.408491  0.72
H 1.336462 -0.440291 1.974831  0.36
H 0.393498 0.445102 0.280462  -0.44
H -1.495552 0.734840 1.193722  0.51
H -1.746382 -0.467736 -0.992247  0.55
H -2.253934 1.736889 -0.113655  0.29

Cartesian forces (eV/Å) of the 2 atoms listed first:
0.35 -1.12 0.50
0.31 -0.64 0.34

Summary:
* HOMO-LUMO gap (spin up / spin down): 2.24 / 9.54 eV
* LUMO (spin up / spin down): 0.116 / 0.113 Ha
* total charge: -1
* HOMO energy (spin up / spin down): 0.0339 / -0.2375 Ha
* multiplicity: 2
* molecular weight: 128.17 g mol⁻¹